# 1
Entry from OMol25: 15 unconnected molecules or ions with the total composition C5H40N2O14 at a distorted geometry (wB97M-V/def2-TZVPD).

Element x y z (Å)
C 1.009 -0.347 -3.467
C -0.154 -0.008 -2.533
C -0.290 -1.154 -1.460
C -0.833 -0.637 -0.147
C 1.040 0.655 0.392
N -0.167 0.386 0.646
N -1.380 -0.042 -3.363
H 1.515 0.567 -3.779
H 0.677 -0.842 -4.363
H 1.738 -1.007 -2.998
H -0.206 0.948 -2.027
H -0.945 -1.965 -1.758
H 0.675 -1.622 -1.233
H -1.904 -0.438 -0.153
H -0.949 -1.403 0.633
H 1.520 0.333 -0.530
H 1.636 1.273 1.049
H -2.127 0.296 -2.769
H -1.688 -0.983 -3.586
H -0.463 1.305 3.553
H -1.415 1.038 2.345
O -1.325 1.509 3.187
H -3.978 -0.464 -1.901
H -4.316 -1.996 -2.027
O -3.689 -1.356 -1.650
H -0.560 -2.592 2.365
H -0.692 -3.607 1.280
O -0.344 -3.496 2.147
H 4.180 1.853 -0.394
H 3.955 0.899 0.741
O 4.091 0.911 -0.225
H -1.962 -4.012 -1.636
H -2.566 -4.352 -0.211
O -1.800 -4.435 -0.786
H 2.944 -1.036 2.125
H 3.015 0.527 2.698
O 3.312 -0.158 2.102
H -0.734 3.650 0.352
H -1.777 2.713 0.727
O -1.633 3.473 0.154
H -4.179 1.898 -0.367
H -3.625 2.174 -1.754
O -4.200 1.585 -1.269
H 2.221 3.119 -0.135
H 2.082 4.616 -0.492
O 2.288 4.017 0.227
H 2.203 3.358 1.943
H 1.601 2.297 2.884
O 2.437 2.652 2.563
H -4.021 -1.369 1.897
H -3.616 -1.806 0.454
O -3.334 -1.801 1.383
H 2.237 1.617 -2.601
H 3.165 2.694 -2.120
O 2.269 2.367 -1.991
H 1.640 -3.512 0.942
H 2.675 -2.530 0.493
O 2.310 -2.922 1.298
H 1.439 -1.487 4.234
H 0.048 -0.685 4.611
O 0.951 -0.668 4.300

Its energy above the lowest of the compared OMol25 structures with the same formula, charge and spin is 22.6 kcal/mol. As for the multiplicity: 2. As for the expectation value of S²: 0.750. As for the HOMO energy (alpha / beta): 0.003 / -0.240 hartree. The calculation puts the HOMO-LUMO gap (alpha / beta) at 1.90 / 8.46 eV. The charge is -1.

---

# 2
Entry from OMol25: a molecular structure, CrH13O7 at a distorted geometry (wB97M-V/def2-TZVPD).

Element x y z (Å)
Cr -11.111 -21.418 33.825
O -11.797 -20.604 32.192
H -11.761 -20.346 31.250
O -9.503 -18.920 29.595
H -10.147 -18.360 30.029
H -9.939 -19.767 29.511
O -12.255 -22.583 29.872
H -11.498 -22.600 29.286
H -11.926 -22.183 30.677
O -13.832 -18.757 31.145
H -14.380 -19.543 31.158
H -12.997 -19.041 31.516
O -10.968 -19.623 34.762
H -11.381 -18.846 34.385
H -10.852 -19.408 35.688
O -9.093 -21.255 33.223
H -8.763 -21.438 32.344
H -8.312 -21.037 33.732
O -10.894 -23.289 33.016
H -11.467 -23.972 32.668
H -10.013 -23.563 32.762

Its energy above the lowest of the compared OMol25 structures with the same formula, charge and spin is 19.7 kcal/mol. As for the multiplicity: 4. As for the expectation value of S²: 4.198. As for the HOMO energy (alpha / beta): -0.650 / -0.650 hartree. The calculation puts the HOMO-LUMO gap (alpha / beta) at 4.94 / 7.65 eV. The charge is +2.

---

# 3
Entry from OMol25: a molecular structure, C15H14CsN4O2S2 (wB97M-V/def2-TZVPD).

Element x y z (Å)
Cs 0.828 0.774 0.523
C -3.398 1.057 -3.607
C -2.374 0.561 -2.616
N -1.120 0.788 -2.705
N -0.694 1.463 -3.806
C 0.599 1.851 -3.969
N 0.816 2.387 -5.217
S 1.797 1.772 -2.842
C -2.844 -0.283 -1.478
C -4.059 -0.953 -1.560
C -4.440 -1.776 -0.506
C -3.607 -1.893 0.585
C -2.407 -1.181 0.588
N -2.037 -0.402 -0.422
H -3.153 2.053 -3.978
H -4.366 1.143 -3.121
H -3.508 0.378 -4.456
H -1.347 1.703 -4.538
H 0.300 1.999 -5.992
H 1.786 2.581 -5.402
H -4.693 -0.863 -2.431
H -5.376 -2.318 -0.553
H -3.853 -2.523 1.428
H -1.704 -1.274 1.415
O -0.383 0.313 4.615
C 0.710 0.159 4.045
O 1.297 0.989 3.281
C 1.458 -1.137 4.320
C 2.160 -1.221 5.516
C 2.887 -2.354 5.861
C 2.898 -3.433 4.986
C 2.189 -3.363 3.796
C 1.457 -2.225 3.426
S 0.571 -2.250 1.897
H 2.133 -0.376 6.195
H 3.432 -2.393 6.798
H 3.452 -4.334 5.229
H 2.188 -4.206 3.116

Its energy above the lowest of the compared OMol25 structures with the same formula, charge and spin is 0.0 kcal/mol. As for the HOMO energy: -0.102 hartree. The calculation puts the HOMO-LUMO gap at 4.29 eV. The charge is -1.

---

# 4
Entry from OMol25: 4 unconnected molecules or ions with the total composition C28H44NO10 at a distorted geometry (wB97M-V/def2-TZVPD).

Element x y z (Å)
C 3.310 2.592 -1.366
C 3.339 0.990 -0.944
C 4.603 0.794 0.106
C 1.894 0.448 -0.340
C 1.193 -0.642 -1.395
C 1.650 -2.142 -0.897
C -0.430 -0.455 -1.540
O -1.168 -1.749 -1.719
C -2.605 -1.326 -1.635
C -3.362 -1.606 -0.199
C -4.941 -1.106 -0.068
C -5.818 -1.332 1.339
O -6.547 -2.465 1.451
O -5.838 -0.309 2.410
C -5.700 -0.351 -1.347
C -7.266 0.198 -1.213
C -7.573 1.542 -2.099
C -7.978 2.873 -1.234
O -8.881 2.636 -0.099
C -4.787 -0.201 -2.721
N -3.347 -0.670 -2.807
H 2.211 3.037 -1.423
H 3.771 2.740 -2.450
H 3.908 3.277 -0.603
H 3.653 0.409 -1.931
H 5.624 0.930 -0.483
H 4.581 1.640 0.922
H 4.558 -0.244 0.648
H 1.158 1.360 -0.149
H 2.092 -0.071 0.715
H 1.664 -0.406 -2.442
H 1.184 -2.374 0.159
H 2.837 -2.226 -0.880
H 1.276 -2.981 -1.629
H -0.611 0.212 -2.497
H -0.810 0.158 -0.618
H -2.846 -2.123 0.735
H -6.751 0.146 2.439
H -7.384 0.499 -0.066
H -8.062 -0.677 -1.373
H -6.663 1.867 -2.799
H -8.461 1.307 -2.862
H -8.560 3.595 -1.985
H -7.025 3.471 -0.875
H -9.325 1.739 -0.136
H -5.287 0.309 -3.671
H -2.799 -0.540 -3.690
O 0.340 -4.581 0.779
C 0.343 -4.249 1.952
O 1.420 -3.714 2.599
C 1.103 -3.548 3.980
C -0.401 -3.501 4.039
C -0.805 -4.405 2.903
H 1.515 -4.396 4.537
H 1.555 -2.625 4.354
H -0.804 -3.810 5.008
H -0.749 -2.480 3.838
H -0.869 -5.451 3.217
H -1.743 -4.080 2.445
O 3.995 5.311 -0.686
C 3.090 5.932 -1.219
O 3.239 6.700 -2.338
C 2.007 7.363 -2.618
C 0.948 6.542 -1.931
C 1.677 6.004 -0.726
H 2.063 8.384 -2.224
H 1.851 7.409 -3.700
H 0.053 7.117 -1.681
H 0.646 5.710 -2.579
H 1.629 6.695 0.120
H 1.308 5.016 -0.442
O 7.128 -1.767 3.437
C 6.530 -2.630 2.816
O 5.176 -2.804 2.849
C 4.835 -3.967 2.096
C 5.991 -4.185 1.154
C 7.166 -3.676 1.950
H 4.701 -4.805 2.789
H 3.898 -3.797 1.559
H 6.096 -5.225 0.835
H 5.860 -3.567 0.257
H 7.594 -4.455 2.587
H 7.930 -3.240 1.303

Its energy above the lowest of the compared OMol25 structures with the same formula, charge and spin is 330.7 kcal/mol. As for the HOMO energy: -0.419 hartree. The calculation puts the HOMO-LUMO gap at 6.15 eV. The charge is +1.